Record 1
Molecular formula: C4H11N2
Method: DFT, ωB97M-V/def2-TZVPD

Positions of all 17 atoms, in Å:
C 1.8155 1.2271 -0.1768
C 0.3781 1.1764 -0.6041
C -0.3891 0.0149 -0.0786
N -0.7338 0.0896 1.3706
C -0.6124 -1.1064 -0.7719
N -1.2359 -2.2564 -0.4419
H 2.2316 2.2064 -0.3800
H 2.3243 0.3596 -0.6030
H 1.8874 1.0053 0.8927
H -0.0999 2.1234 -0.3324
H 0.1779 1.2870 -1.6547
H -0.9916 1.0530 1.5611
H -1.5145 -0.5221 1.5990
H -0.0003 -0.2220 2.0168
H -0.2970 -1.0162 -1.8060
H -1.7692 -2.3303 0.4061
H -1.1713 -3.0895 -0.9969

Force components x, y, z for each atom (eV/Å):
0.0 -1.0 0.3
-1.2 1.1 0.3
0.2 -0.4 0.0
0.0 -0.6 -0.2
-0.1 0.3 -0.6
-0.2 0.0 0.6
0.5 -0.2 -0.1
0.5 0.5 -0.4
0.0 0.5 0.2
-0.2 0.0 0.7
0.5 -0.6 -0.8
-0.1 0.2 0.4
-0.4 0.2 0.0
0.3 0.4 -0.2
0.1 -0.3 0.0
0.1 -0.3 0.0
0.0 0.1 -0.2

## Properties
E in Ha: -268.2473
HOMO level in eV: -12.90
SMILES string: CC/C([NH3+])=C/N
LUMO energy in Eh: -0.1362
Charge: +1


Record 2
Molecular formula: C4H11N2
Method: DFT, ωB97M-V/def2-TZVPD

Positions of all 17 atoms, in Å:
C 0.8565 -2.6103 -2.9717
C -1.4715 1.4811 1.2363
C 0.9263 1.7049 1.4564
C -0.1180 -0.3316 0.5589
N 0.0837 -1.8233 -2.3263
N -0.2008 0.8162 1.0556
H 1.1076 -3.5865 -2.8563
H 1.3426 -2.2335 -3.8072
H -1.7205 2.1157 0.3743
H -2.3022 0.7814 1.4199
H -1.4508 1.9872 2.1781
H 1.4390 1.9379 0.5357
H 0.5280 2.6140 1.9140
H 1.5938 1.1099 2.0993
H -0.9913 -0.9217 0.3775
H 0.8057 -0.9048 0.2204
H -0.4280 -2.1365 -1.4648

Force components x, y, z for each atom (eV/Å):
-1.9 2.6 1.2
-2.1 -0.7 0.4
0.5 -1.0 -0.4
1.6 -2.2 -1.1
0.1 0.0 0.5
0.1 1.1 0.4
0.2 -3.2 1.3
0.8 1.2 -1.6
0.3 0.0 0.4
0.4 -0.2 -0.7
0.2 0.9 0.2
0.4 0.3 -0.1
0.2 -0.5 0.0
-0.3 0.6 -0.1
-0.8 0.2 -0.1
-0.7 1.5 0.9
0.9 -0.8 -1.3

## Properties
E in Ha: -268.1798
HOMO level in eV: -13.23
LUMO energy in Eh: -0.1761
Charge: +1


Record 3
Molecular formula: C4H11N2
Method: DFT, ωB97M-V/def2-TZVPD

Positions of all 17 atoms, in Å:
C 0.0896 1.2571 -0.7528
C 0.2044 1.0547 1.2996
C 0.5133 0.1628 0.1616
C 1.4717 -0.9277 0.0085
N -1.2645 -1.2467 -0.2662
N -0.4401 1.9936 0.3907
H 0.9409 1.7128 -1.2737
H -0.6657 1.0448 -1.5130
H -0.4087 0.7138 2.1344
H 1.1586 1.4037 1.7252
H 2.4827 -0.5079 -0.0149
H 1.3329 -1.4572 -0.9320
H 1.4339 -1.6214 0.8459
H -1.3656 -1.4464 -1.2518
H -1.1445 -2.1011 0.2640
H -0.2345 2.9803 0.4726
H -2.0715 -0.7392 0.0795

Force components x, y, z for each atom (eV/Å):
-0.2 0.5 -0.9
-0.2 0.2 0.9
-0.5 -0.9 -0.8
0.2 -0.3 -0.1
0.8 1.1 0.9
-0.5 0.2 0.0
0.2 -0.1 0.1
0.2 -0.2 0.0
0.0 -0.2 0.0
0.1 -0.2 0.0
0.0 0.2 0.1
0.0 0.0 0.0
0.0 0.0 0.0
0.0 0.0 -0.1
-0.1 -0.1 -0.1
0.1 -0.1 0.0
-0.1 -0.1 -0.1

## Properties
E in Ha: -268.1902
HOMO level in eV: -13.71
LUMO energy in Eh: -0.1886
Charge: +1